Record 1
{"formula": "C27H70N4O7", "method": "ωB97M-V with the def2-TZVPD basis set", "species": ["C", "C", "C", "C", "C", "C", "C", "C", "C", "N", "O", "H", "H", "H", "H", "H", "H", "H", "H", "H", "H", "H", "H", "H", "H", "H", "H", "H", "H", "H", "C", "O", "C", "C", "C", "N", "H", "H", "H", "H", "H", "H", "H", "H", "H", "H", "H", "C", "O", "C", "C", "C", "N", "H", "H", "H", "H", "H", "H", "H", "H", "H", "H", "H", "C", "O", "C", "C", "C", "N", "H", "H", "H", "H", "H", "H", "H", "H", "H", "H", "H", "C", "C", "O", "H", "H", "H", "H", "H", "H", "C", "C", "O", "H", "H", "H", "H", "H", "H", "C", "C", "O", "H", "H", "H", "H", "H", "H"], "coordinates": [[12.090566, -14.953054, 27.390906], [12.250493, -16.526886, 27.367005], [12.073545, -17.071756, 28.844173], [11.051449, -16.970134, 26.587525], [11.094846, -18.535286, 26.176635], [12.362289, -18.685418, 25.395365], [13.675948, -18.295546, 26.086066], [14.093971, -19.456742, 27.006675], [14.781073, -18.114203, 24.951469], [13.475530, -16.937004, 26.581395], [14.633875, -16.468455, 27.137519], [11.775078, -14.389858, 26.512636], [11.416636, -14.641717, 28.189030], [13.081027, -14.543752, 27.589778], [12.065844, -18.160391, 28.790218], [12.901503, -16.771812, 29.486546], [11.143083, -17.020754, 29.409630], [10.102958, -16.667145, 27.030996], [11.077836, -16.353587, 25.689040], [11.102235, -19.260926, 26.989960], [10.270000, -18.920226, 25.577015], [12.320020, -18.335648, 24.363873], [12.390508, -19.766543, 25.259460], [15.045118, -19.298513, 27.514987], [14.354967, -20.267489, 26.326475], [13.280356, -19.814572, 27.637614], [14.543744, -17.365923, 24.195269], [14.926195, -19.076440, 24.460412], [15.712831, -17.764485, 25.396023], [14.712657, -15.659289, 26.626981], [17.083233, -1.576921, 27.332689], [17.168976, -2.953085, 26.931831], [18.230213, -3.185008, 25.962425], [18.506641, -4.699343, 25.911146], [19.409339, -5.150360, 24.824449], [17.196908, -5.313887, 25.704564], [18.059501, -1.230445, 27.671747], [16.264944, -1.326947, 28.007993], [16.878119, -0.985403, 26.440427], [17.972960, -2.836683, 24.962119], [19.151210, -2.694822, 26.278007], [18.902927, -4.860606, 26.913666], [19.726036, -6.193189, 24.841760], [20.328449, -4.564557, 24.837505], [18.990003, -4.986098, 23.831843], [16.534691, -4.793613, 26.262129], [16.805901, -5.182898, 24.782585], [11.946034, -13.098691, 20.638120], [12.305781, -12.717893, 21.964599], [13.465811, -13.316352, 22.498819], [14.384711, -12.221334, 23.196343], [15.026597, -11.170696, 22.247016], [15.539212, -12.736669, 23.972901], [10.976475, -12.627806, 20.475844], [11.654826, -14.136165, 20.802292], [12.795482, -12.785382, 20.031177], [13.053251, -14.060930, 23.179632], [13.835936, -14.032442, 21.765114], [13.727538, -11.635223, 23.838758], [15.559920, -11.653507, 21.428144], [15.735700, -10.468904, 22.686062], [14.204567, -10.565636, 21.864561], [15.988284, -11.849381, 24.149398], [16.185957, -13.208463, 23.357085], [21.911001, -13.179210, 27.736547], [21.930179, -13.529622, 29.082972], [21.749131, -12.419187, 29.990155], [21.500354, -12.901322, 31.414719], [21.252005, -11.706528, 32.361060], [22.537311, -13.785152, 31.929329], [22.562686, -13.916921, 27.268374], [22.357014, -12.192072, 27.615171], [20.918827, -13.093692, 27.293393], [22.754935, -11.999702, 30.012239], [20.956715, -11.764913, 29.626707], [20.569123, -13.464751, 31.355902], [20.598025, -11.080537, 31.753981], [22.108006, -11.165665, 32.764571], [20.604025, -11.939584, 33.205983], [22.517373, -13.972355, 32.921630], [22.346740, -14.632751, 31.414195], [8.898368, -9.785178, 25.199402], [8.033098, -8.603369, 25.610825], [8.778359, -7.463016, 25.479131], [9.174665, -9.663457, 24.152051], [8.503232, -10.784403, 25.382449], [9.816833, -9.658791, 25.772595], [7.622402, -8.721400, 26.613568], [7.228973, -8.490173, 24.883718], [8.422764, -6.827837, 26.104985], [15.673448, -8.736788, 28.811105], [16.788732, -9.771544, 28.711916], [17.576520, -9.439264, 27.562572], [16.006516, -7.699845, 28.854740], [15.100912, -8.960848, 29.711160], [14.831569, -8.862750, 28.130307], [16.395404, -10.783053, 28.610692], [17.476027, -9.745763, 29.557530], [17.012170, -8.935470, 26.971555], [20.160725, -13.271794, 19.947759], [20.489907, -13.644332, 21.340228], [19.430740, -14.593867, 21.579856], [20.913976, -12.579573, 19.571527], [19.159731, -12.939094, 19.673144], [20.223861, -14.183647, 19.353920], [20.293530, -12.840086, 22.049268], [21.477318, -14.099410, 21.417915], [19.835750, -15.444083, 21.766085]], "forces_ev_per_angstrom": [[1.4400, -0.2856, 0.5823], [-1.2505, 0.6973, 0.8190], [1.2426, -1.0871, -0.5667], [-1.1651, -2.1018, -1.4559], [-0.0057, 2.2509, 0.4160], [0.4717, -1.9578, -0.6607], [0.0487, 0.6385, -1.7220], [0.4897, 0.1815, -0.5252], [-0.3831, -0.4343, 0.9326], [-2.7067, -0.3342, 0.5481], [1.0270, 0.9866, 0.8257], [-0.1805, -0.8057, -0.5387], [0.1105, -0.2131, 0.1472], [-0.0024, 0.2341, 0.4757], [0.7725, -0.2892, -0.2003], [-0.0186, 0.0106, 0.0243], [-0.3633, 1.3713, -0.5338], [0.1352, -0.1708, 0.5809], [-0.0236, -0.4977, -0.5719], [0.1343, 0.4911, 0.6165], [-0.2693, 0.6806, -0.2008], [-0.1897, 0.6995, 0.1790], [0.5553, -0.3306, -0.3073], [-0.3256, 0.3960, 0.5357], [-0.2646, -0.2130, -0.0856], [0.2419, 0.1922, 0.2735], [-0.5416, -0.0263, 0.1257], [0.1594, 0.0033, -0.0524], [0.0636, -0.3550, 0.0911], [0.8146, 0.3293, 0.1934], [0.4764, -0.0349, -1.5102], [0.5853, 0.3385, -0.1116], [0.3310, -0.0598, 0.4109], [-1.9768, 1.0428, -0.0284], [1.4266, 0.4108, -0.7947], [-0.6342, -0.8562, 0.9537], [-0.0584, 0.0023, 0.5343], [0.2192, -0.7978, 0.2952], [-0.0646, 0.2140, -0.2558], [-0.3485, 0.3048, -0.0735], [0.0437, 0.4271, 0.1440], [-0.1240, -0.9232, 0.0219], [-0.3389, -0.0498, 0.4350], [0.2192, 0.0578, 0.0243], [-0.3108, 0.1016, 0.0064], [-0.1432, -0.2299, 0.5094], [0.6707, -0.0009, -0.5453], [-0.3000, -0.0123, 2.3446], [-0.1891, 1.6593, 0.3780], [-0.4438, -0.1295, 0.4909], [0.9712, -0.2114, -1.2872], [-1.5708, -0.2757, -0.9417], [-1.0934, -0.1709, 0.4954], [0.3976, 0.5342, -0.5720], [0.6440, -0.6282, -1.3333], [-0.5256, -0.6319, -0.8666], [0.4549, 0.2361, 1.1595], [1.2474, 0.6280, -0.5004], [-0.0962, -0.4230, 0.3589], [-0.0918, -0.0727, -0.1580], [-0.1287, -0.2192, 0.5858], [0.1207, 0.1507, -0.5274], [0.5978, -0.2358, 0.7248], [0.0157, -0.2611, -0.2887], [0.7461, 0.4651, 0.0125], [-1.0691, -0.2537, 1.4600], [1.6263, -1.1788, -0.1487], [-0.6864, 0.2997, 1.2152], [-1.0281, -0.1495, -0.7510], [0.3048, -0.0261, -1.3123], [-0.3708, 0.0747, -0.5206], [0.3156, 0.1875, -0.2016], [-0.2313, -0.4375, 0.0169], [-0.1052, 1.0583, -0.0949], [0.0597, 0.1826, 0.1437], [-0.4838, 0.0386, 0.0928], [0.2455, 0.7747, 0.2005], [0.1929, -0.1129, -0.5116], [0.2079, -0.5269, 0.1278], [-0.4356, 0.1630, -0.0404], [0.6977, -0.5498, 0.3020], [0.5405, 0.5080, 0.2909], [-1.2221, -1.7722, -0.9200], [1.3498, 1.8402, 0.5318], [-0.0708, -0.1849, -0.0408], [-0.2541, 0.2092, -0.0372], [0.1779, -0.3253, 0.0238], [-0.0320, -0.1015, 0.1125], [-0.6846, -0.4589, 0.1951], [0.2041, 0.2804, -0.1578], [-0.9056, -0.7975, 1.4082], [-0.0627, 1.0368, -1.1099], [0.3132, -0.3939, 0.0030], [0.1302, -0.1661, -0.1311], [0.2422, 0.2935, 0.6561], [0.5624, 0.0209, -0.9271], [-0.1303, -0.0797, 0.0611], [-0.1829, 0.0831, 0.1407], [0.0677, 0.0393, -0.1248], [1.2317, 0.4045, -2.0054], [-2.2733, -0.3445, 0.0632], [0.3059, -0.8950, 1.1085], [-0.1233, 0.2592, -0.3621], [-0.0319, 0.4489, 0.9236], [0.4008, -0.0974, -0.1239], [0.6552, 0.1176, 0.0743], [0.0006, 0.2306, 0.1909], [-0.1945, -0.1090, 0.1427]], "gap_ev": 8.7, "energy_ha": -1816.12729, "charge": 0, "smiles": "CC1(C)CCCC(C)(C)N1O.COC[C@H](C)N.COC[C@H](C)N.COC[C@H](C)N.CCO.CCO.CCO", "homo_ev": -8.16}


Record 2
{"formula": "C36H36FN8PdSi", "method": "ωB97M-V with the def2-TZVPD basis set", "species": ["Pd", "C", "Si", "C", "C", "N", "C", "C", "C", "C", "C", "C", "F", "H", "H", "H", "H", "H", "H", "H", "H", "H", "H", "H", "H", "H", "N", "C", "C", "C", "C", "C", "C", "C", "N", "C", "C", "N", "C", "H", "H", "H", "H", "H", "H", "H", "C", "C", "C", "C", "N", "C", "C", "H", "H", "H", "H", "H", "H", "H", "C", "C", "N", "C", "C", "C", "C", "C", "C", "C", "C", "N", "C", "N", "H", "H", "H", "H", "H", "H", "H", "H", "H"], "coordinates": [[0.445938, -1.018547, 0.637177], [2.404905, -2.256982, -1.732044], [3.070524, -0.854112, -0.624764], [4.963029, -0.822741, -0.821758], [2.442753, 0.689749, -1.534390], [2.481244, -1.028799, 0.979793], [3.068203, -1.026715, 2.211367], [4.474269, -0.986557, 2.379421], [5.085516, -0.982074, 3.618984], [4.343546, -1.020712, 4.788396], [2.960842, -1.062165, 4.684462], [2.366582, -1.067961, 3.445391], [1.013356, -1.095845, 3.445811], [2.544123, -1.981388, -2.779857], [1.332909, -2.378892, -1.569868], [2.889848, -3.222539, -1.570229], [5.219312, -0.748115, -1.880888], [5.442456, -1.722785, -0.428564], [5.404856, 0.041074, -0.318792], [2.858884, 0.718392, -2.544303], [2.706477, 1.624642, -1.035590], [1.358363, 0.647462, -1.632376], [5.078952, -0.951102, 1.484385], [6.167374, -0.940902, 3.668783], [4.823424, -1.013433, 5.757419], [2.327786, -1.081975, 5.562278], [-4.636265, 8.118692, -1.061160], [-3.924713, 7.247013, -0.823966], [-3.035353, 6.182584, -0.514679], [-3.470969, 4.852800, -0.527821], [-2.609011, 3.827564, -0.214384], [-1.282771, 4.106915, 0.120003], [-0.837724, 5.427950, 0.122177], [-1.703191, 6.452568, -0.186870], [-0.409751, 3.062575, 0.469531], [0.752517, 3.151455, 1.218103], [1.228315, 1.884355, 1.334124], [0.377607, 1.032439, 0.677162], [-0.595991, 1.756345, 0.175741], [-4.499988, 4.636321, -0.779943], [-2.960613, 2.803627, -0.219984], [0.196090, 5.649624, 0.347388], [-1.360136, 7.478274, -0.184335], [1.128584, 4.074943, 1.617102], [2.124441, 1.548568, 1.825736], [-1.388509, 1.391351, -0.469295], [-0.043050, -7.397220, 0.812967], [0.083408, -5.905773, 0.841922], [-1.026544, -5.071444, 0.881685], [-0.874638, -3.699376, 0.879531], [0.323170, -3.095582, 0.838140], [1.398035, -3.895049, 0.830542], [1.324868, -5.269378, 0.827736], [-1.033955, -7.706890, 1.142295], [0.702697, -7.863667, 1.456792], [0.106594, -7.772208, -0.201443], [-2.023927, -5.490017, 0.922195], [-1.748174, -3.062016, 0.926022], [2.356580, -3.396448, 0.827857], [2.240770, -5.846783, 0.821819], [-3.613380, -0.872841, 1.543688], [-2.203803, -0.877005, 1.530082], [-1.537300, -0.863722, 0.331377], [-2.190057, -0.699037, -0.796729], [-3.602551, -0.499004, -0.866487], [-4.308418, -0.717243, 0.377887], [-4.251034, -0.193449, -2.056422], [-3.744464, 0.473169, -3.195406], [-2.666777, 1.358849, -3.302515], [-2.346149, 1.959425, -4.568597], [-1.345136, 2.878306, -4.628775], [-0.624897, 3.275134, -3.543110], [-0.990075, 2.682875, -2.413298], [-1.925020, 1.774615, -2.203822], [-4.127317, -0.965787, 2.493353], [-1.620752, -0.955871, 2.436536], [-1.608515, -0.707354, -1.706708], [-5.392378, -0.686713, 0.379835], [-5.304551, -0.472969, -2.091037], [-4.356180, 0.412743, -4.093177], [-2.903855, 1.678323, -5.453291], [-1.065954, 3.352078, -5.566771], [-0.425283, 2.994374, -1.529527]], "forces_ev_per_angstrom": [[-0.1792, 0.4354, 0.4604], [0.2414, 0.1470, 0.2582], [0.2520, 0.1679, -1.0229], [-0.1646, -0.0762, 0.0931], [0.1671, -0.2387, 0.3108], [-0.3785, -0.0158, -0.0748], [0.2495, 0.0161, 0.3320], [-0.1751, 0.0043, -0.0842], [0.1413, 0.0085, 0.0248], [0.0073, 0.0030, 0.0898], [0.2653, 0.0051, 0.0257], [0.1093, 0.0530, -0.3981], [-0.3633, -0.0307, -0.2215], [0.0533, 0.0333, 0.0027], [-0.0268, -0.0461, -0.0877], [-0.0049, -0.0141, 0.0135], [-0.0980, -0.0040, -0.0466], [0.0033, -0.0036, -0.0334], [-0.0090, 0.0058, -0.0394], [0.0758, -0.0599, 0.0108], [-0.0393, 0.0105, -0.0075], [-0.0145, 0.0913, -0.0913], [-0.0069, -0.0159, 0.2262], [0.0026, -0.0136, -0.0121], [0.0012, 0.0015, 0.0084], [-0.0497, -0.0149, -0.0409], [-0.0143, 0.0088, -0.0006], [-0.3079, 0.3828, -0.0981], [0.6908, -0.7260, 0.1952], [-0.1532, 0.4149, -0.0917], [0.1522, -0.2427, 0.4416], [-0.6351, 0.7400, 0.2084], [0.2099, -0.4398, 0.0586], [-0.4292, 0.2861, -0.1324], [0.2764, -0.2899, 0.9609], [0.2284, -0.1493, 0.0906], [0.1489, 0.4685, 0.0986], [0.0880, -0.2146, 0.0495], [-0.0156, -0.2063, 0.7101], [0.0142, -0.0634, -0.0188], [-0.0171, 0.0931, -0.0445], [0.0040, 0.0199, -0.0119], [0.0486, -0.0142, -0.0045], [-0.0410, 0.0196, -0.0240], [-0.0358, -0.0884, 0.0353], [-0.1155, 0.1179, -0.0492], [-0.0387, -0.0151, 0.0188], [0.0803, 0.4083, 0.0276], [0.1218, -0.3555, 0.0698], [-0.1587, 0.2142, -0.0930], [-0.1592, -0.4198, -0.1744], [0.2182, 0.2511, 0.0543], [-0.1660, -0.3010, 0.0532], [0.0113, -0.0329, -0.0045], [0.0026, -0.0187, -0.0198], [0.0172, -0.0017, 0.0058], [-0.0211, 0.0561, -0.0325], [0.0899, 0.0726, -0.0284], [-0.0318, 0.0884, -0.0136], [0.0143, 0.0302, -0.0044], [-0.0464, 0.0595, -0.4744], [0.0754, -0.0219, 0.1823], [-0.6139, -0.1787, 0.7420], [0.8198, -0.1959, 0.0065], [-1.0837, 0.2929, -0.8392], [0.1235, -0.3719, 0.3845], [-0.0053, -0.2027, 1.2487], [0.9750, 0.6164, -0.7624], [-1.2104, -0.6893, 0.1264], [0.5181, 0.4667, -0.1345], [-0.4603, -0.3167, -0.2417], [0.2827, 0.1651, 0.5581], [0.3115, 0.1458, -0.9472], [0.0640, -0.1391, -0.3394], [-0.0026, -0.0171, -0.0051], [0.1067, 0.0546, -0.0837], [0.0487, -0.0737, -0.0860], [0.0035, -0.0025, -0.0241], [-0.0756, 0.2454, 0.0869], [0.1319, -0.1312, -0.0642], [0.0208, -0.0186, -0.0078], [-0.0809, -0.0504, -0.0236], [-0.0388, -0.1789, -1.2304]], "gap_ev": 3.6, "energy_ha": -2348.75453, "charge": -1, "homo_ev": -1.44}